{"formula": "C3H7O3", "method": "ωB97M-V/def2-TZVPD", "charge": -1, "lumo_energy_ev": 4.16, "relative_energy_kj_mol": 121.5, "homo_lumo_gap_ha": 0.304, "elements": ["O", "O", "O", "C", "C", "C", "H", "H", "H", "H", "H", "H", "H"], "positions_angstrom": [[0.530, 0.336, -2.328], [0.252, -1.035, 2.299], [0.405, 0.755, -0.128], [0.003, 0.801, -1.316], [-1.455, 1.500, -1.502], [1.338, -1.597, 1.529], [-2.095, 1.379, -0.607], [1.640, -0.766, 0.866], [2.084, -1.700, 2.332], [-0.442, -0.675, 1.747], [-2.017, 1.015, -2.304], [0.981, -2.534, 1.141], [-1.224, 2.521, -1.728]], "forces_ev_per_angstrom": [[0.26, 0.08, -0.68], [-0.32, -0.44, 0.92], [-0.02, 0.26, -0.02], [-1.68, -0.13, 0.79], [0.68, -1.62, 0.46], [-0.58, 2.23, 1.63], [0.63, 0.41, -0.15], [0.05, -1.11, -0.50], [0.15, -0.55, -0.61], [0.34, 0.27, -0.70], [0.32, 0.24, -0.30], [0.50, -0.40, -0.73], [-0.32, 0.76, -0.12]], "lowdin_charge": [-0.082, -0.179, -0.111, -0.768, -0.054, -0.151, 0.044, 0.063, 0.068, 0.044, 0.037, 0.060, 0.029]}

***

{"formula": "C3H7O3", "method": "ωB97M-V/def2-TZVPD", "charge": -1, "lumo_energy_ev": 4.39, "relative_energy_kj_mol": 52.0, "homo_lumo_gap_ha": 0.331, "elements": ["O", "O", "O", "C", "C", "C", "H", "H", "H", "H", "H", "H", "H"], "positions_angstrom": [[1.701, -0.964, 0.878], [-0.550, 0.135, -1.348], [2.063, -0.298, -1.245], [-1.672, -0.013, 0.768], [2.399, -0.753, -0.118], [-0.859, 0.858, -0.190], [-1.444, 1.751, -0.465], [0.432, -0.075, -1.376], [-2.529, -0.396, 0.208], [0.069, 1.195, 0.285], [-2.041, 0.527, 1.641], [-1.031, -0.851, 1.037], [3.461, -1.116, -0.075]], "forces_ev_per_angstrom": [[-0.14, 0.24, 0.41], [-0.02, -0.09, -0.50], [0.04, 0.26, 0.06], [0.17, -0.01, -0.57], [0.04, -0.78, -0.59], [0.10, 0.05, 0.10], [0.05, -0.03, 0.00], [-0.27, 0.17, 0.34], [-0.06, -0.05, 0.09], [-0.10, 0.00, 0.14], [0.14, 0.02, 0.12], [-0.08, -0.02, 0.28], [0.12, 0.24, 0.12]], "lowdin_charge": [-0.094, -0.132, -0.131, -0.107, -0.635, -0.377, 0.091, 0.026, 0.058, 0.099, 0.055, 0.058, 0.089]}

***

{"formula": "C3H7O3", "method": "ωB97M-V/def2-TZVPD", "charge": -1, "lumo_energy_ev": 4.24, "relative_energy_kj_mol": 163.9, "homo_lumo_gap_ha": 0.316, "elements": ["O", "O", "O", "C", "C", "C", "H", "H", "H", "H", "H", "H", "H"], "positions_angstrom": [[1.466, 1.696, -0.251], [0.696, -0.263, -0.641], [-1.636, -1.267, -0.874], [-2.265, -0.006, -1.016], [1.854, 0.012, 1.473], [1.241, 0.548, 0.154], [-3.327, -0.174, -0.684], [1.364, -0.871, 1.867], [1.988, 0.770, 2.207], [-1.999, 0.217, -2.113], [-1.672, 0.815, -0.387], [-0.502, -1.061, -0.863], [2.790, -0.416, 1.129]], "forces_ev_per_angstrom": [[0.52, 0.94, 1.55], [-0.36, -1.83, 0.18], [2.77, -0.09, 0.55], [2.47, 0.14, -0.21], [-0.38, -0.64, -1.33], [0.31, 0.39, -1.47], [0.83, 0.82, -0.74], [-0.66, 0.10, 0.11], [0.24, 0.58, 0.53], [-1.55, 0.65, 1.26], [-1.59, -1.43, -1.03], [-3.20, 0.04, 0.46], [0.60, 0.32, 0.13]], "lowdin_charge": [-0.059, -0.101, -0.309, -0.256, -0.027, -0.736, 0.062, 0.057, 0.045, 0.079, 0.091, 0.093, 0.062]}

***

{"formula": "C3H7O3", "method": "ωB97M-V/def2-TZVPD", "charge": -1, "lumo_energy_ev": 3.95, "relative_energy_kj_mol": 117.7, "homo_lumo_gap_ha": 0.296, "elements": ["O", "O", "O", "C", "C", "C", "H", "H", "H", "H", "H", "H", "H"], "positions_angstrom": [[0.956, 0.708, 0.909], [-0.019, -1.304, 1.183], [0.321, 0.344, -3.133], [-1.087, 0.589, 2.127], [-0.059, -0.391, -1.968], [0.113, -0.081, 1.411], [-1.967, -0.031, 2.042], [0.266, 0.110, -1.057], [1.035, 0.918, -2.917], [-1.148, -0.415, -1.911], [-0.788, 0.958, 3.126], [-1.368, 1.544, 1.670], [0.394, -1.387, -1.995]], "forces_ev_per_angstrom": [[0.34, -0.15, 0.67], [0.39, -0.15, 0.50], [-0.77, -0.38, -0.75], [0.48, 1.14, 0.29], [0.19, 0.26, 0.45], [-0.98, 0.52, -1.64], [-0.14, -0.41, 0.72], [0.21, -0.11, -0.01], [0.70, 0.50, 0.41], [0.00, -0.35, -0.24], [-0.41, -0.81, 0.03], [0.32, -0.08, -0.52], [-0.34, 0.02, 0.07]], "lowdin_charge": [-0.129, -0.099, -0.143, -0.064, -0.152, -0.798, 0.044, 0.042, 0.045, 0.074, 0.056, 0.047, 0.077]}